No. 1
Formula: H5N2O2P
Source: OMol25
Level of theory: ωB97M-V/def2-TZVPD

Positions of all 10 atoms, in Å:
N  -0.961  -0.350  -0.241
N  0.255  -0.002  1.056
O  1.594  1.150  -0.693
O  1.730  -1.295  -0.575
P  1.782  -0.051  0.464
H  -1.766  -0.688  0.265
H  -0.931  0.547  -0.669
H  -0.174  -0.439  1.826
H  2.349  1.636  -0.724
H  0.902  -1.508  -0.977

Summary:
Multiplicity: 1
Frontier orbital gap (Ha): 0.366
Total charge: 0
HOMO energy (eV): -9.538
Energy above the lowest of the compared OMol25 structures with the same formula, charge and spin (kJ/mol): 286.4

Results of the Mulliken charge analysis, in e, for atoms 1 through 6: atom 1 (N): -0.502, atom 2 (N): -0.291, atom 3 (O): -0.463, atom 4 (O): -0.481, atom 5 (P): 0.299, atom 6 (H): 0.231

=====

No. 2
Formula: C4H13N3
Source: OMol25
Level of theory: ωB97M-V/def2-TZVPD

Positions of all 20 atoms, in Å:
C  -0.566  -0.598  -1.345
C  -0.995  1.190  0.032
C  -0.026  -1.860  0.715
C  1.370  1.439  0.311
N  -1.602  0.220  -0.718
N  0.370  -0.749  -0.095
N  0.284  0.518  0.602
H  -0.775  -1.583  -1.782
H  0.091  0.058  -1.962
H  -0.799  2.185  -0.442
H  -1.618  1.631  0.868
H  0.057  -2.777  0.091
H  0.668  -2.101  1.475
H  -1.105  -1.845  1.020
H  2.329  0.922  0.438
H  1.183  1.816  -0.697
H  1.413  2.239  1.079
H  -2.503  -0.029  -0.514
H  1.836  -1.027  -0.656
H  0.388  0.354  1.581

Summary:
Multiplicity: 1
Frontier orbital gap (Ha): 0.311
Total charge: +2
HOMO energy (eV): -19.121
Energy above the lowest of the compared OMol25 structures with the same formula, charge and spin (kJ/mol): 710.2

Results of the Mulliken charge analysis, in e, for atoms 1 through 6: atom 1 (C): -0.349, atom 2 (C): -0.573, atom 3 (C): -0.903, atom 4 (C): -0.973, atom 5 (N): -0.113, atom 6 (N): -0.438

=====

No. 3
Formula: C20H48F9N4O8
Source: OMol25
Level of theory: ωB97M-V/def2-TZVPD

Positions of all 89 atoms, in Å:
N  -2.885  5.900  -0.749
H  -3.643  5.333  -0.395
H  -3.102  6.834  -1.066
H  -2.487  5.336  -1.485
H  -2.212  6.031  -0.008
N  3.337  5.093  -1.594
H  2.584  5.093  -0.921
H  2.967  4.827  -2.496
H  4.019  4.399  -1.322
H  3.821  5.968  -1.732
C  1.514  6.923  4.336
O  1.536  8.335  4.476
O  1.008  6.760  3.008
C  2.868  6.262  4.809
F  3.187  6.571  6.076
F  2.835  4.914  4.861
F  3.869  6.588  3.982
C  0.489  8.938  5.236
C  0.638  10.490  5.007
H  1.584  10.821  5.435
H  0.652  10.719  3.941
H  -0.118  11.073  5.533
H  0.656  8.853  6.310
H  -0.524  8.698  4.913
H  0.767  6.564  5.043
C  -4.681  1.327  3.246
O  -3.612  0.398  3.153
O  -4.963  1.863  1.923
C  -5.846  0.830  4.145
F  -5.332  0.450  5.329
F  -6.710  1.768  4.490
F  -6.535  -0.202  3.624
C  -2.665  0.346  4.214
C  -1.551  -0.529  3.682
H  -0.937  0.033  2.978
H  -0.937  -0.822  4.533
H  -1.933  -1.484  3.322
H  -3.061  -0.144  5.104
H  -2.097  1.251  4.430
H  -4.258  2.212  3.720
C  0.544  4.618  -6.383
O  1.950  4.696  -6.469
O  0.190  4.128  -5.093
C  -0.122  5.930  -6.866
F  -0.033  6.150  -8.179
F  -1.417  5.888  -6.646
F  0.358  7.048  -6.310
C  2.608  4.932  -7.709
C  4.063  4.601  -7.635
H  4.556  5.108  -8.465
H  4.525  5.051  -6.757
H  4.243  3.529  -7.567
H  2.520  6.006  -7.873
H  2.141  4.376  -8.522
H  0.240  3.860  -7.105
C  -2.864  12.240  -1.084
C  -3.564  12.159  -2.468
C  -2.685  12.869  -3.480
O  -2.435  14.223  -3.190
C  -1.714  14.898  -4.159
N  -3.834  10.757  -2.760
H  -3.601  11.885  -0.364
H  -2.578  13.225  -0.714
H  -2.003  11.574  -1.038
H  -4.436  12.812  -2.492
H  -3.228  12.753  -4.418
H  -1.731  12.359  -3.611
H  -1.579  15.841  -3.630
H  -2.177  15.157  -5.111
H  -0.779  14.359  -4.319
H  -4.631  10.449  -2.222
H  -4.066  10.681  -3.740
C  -8.528  8.551  1.617
C  -9.409  8.628  0.374
C  -9.903  10.021  -0.011
O  -10.524  9.993  -1.236
C  -11.105  11.278  -1.621
N  -8.609  7.885  -0.659
H  -8.278  7.553  1.977
H  -8.978  9.098  2.446
H  -7.564  9.049  1.521
H  -10.331  8.122  0.662
H  -9.077  10.727  -0.095
H  -10.638  10.405  0.696
H  -11.732  11.617  -0.797
H  -11.677  11.262  -2.549
H  -10.262  11.964  -1.698
H  -8.372  6.978  -0.284
H  -9.277  7.804  -1.413

Summary:
Multiplicity: 1
Frontier orbital gap (Ha): 0.131
Total charge: -1
HOMO energy (eV): -3.627
Energy above the lowest of the compared OMol25 structures with the same formula, charge and spin (kJ/mol): 643.4

Results of the Mulliken charge analysis, in e, for atoms 1 through 6: atom 1 (N): -0.489, atom 2 (H): 0.396, atom 3 (H): 0.344, atom 4 (H): 0.370, atom 5 (H): 0.361, atom 6 (N): -0.492

=====

No. 4
Formula: C3H8BGdIInO3
Source: OMol25
Level of theory: ωB97M-V/def2-TZVPD

Positions of all 18 atoms, in Å:
O  3.615  -1.761  0.303
C  3.230  -0.681  -0.159
I  4.458  1.114  0.274
C  1.875  -0.491  -1.026
In  0.379  0.473  0.371
C  -1.590  1.062  -0.601
B  -2.657  -0.158  -0.303
O  -2.797  -0.576  1.073
O  -3.336  -0.743  -1.396
H  1.589  -1.542  -1.366
H  2.103  0.201  -1.915
H  1.256  1.849  1.168
H  -0.011  -0.787  1.630
H  -1.521  1.362  -1.695
H  -2.001  1.982  -0.037
H  -2.823  0.261  1.585
H  -3.757  -1.558  -1.021
Gd  1.988  -0.008  3.114

Summary:
Multiplicity: 8
⟨S²⟩: 15.79
Frontier orbital gap (spin up / spin down) (Ha): 0.293 / 0.185
Total charge: +2
HOMO energy (spin up / spin down) (eV): -16.504 / -16.460

Results of the Mulliken charge analysis, in e, for atoms 1 through 6: atom 1 (O): -0.420, atom 2 (C): -0.037, atom 3 (I): 0.198, atom 4 (C): -0.552, atom 5 (In): 1.106, atom 6 (C): -0.713

=====

No. 5
Formula: C23H49N12O25
Source: OMol25
Level of theory: ωB97M-V/def2-TZVPD

Positions of all 109 atoms, in Å:
C  5.510  5.182  2.528
C  4.771  4.573  1.343
C  5.389  5.109  0.043
N  4.909  6.438  -0.387
C  3.594  6.380  -1.041
C  3.304  7.548  -1.978
O  3.107  8.664  -1.464
O  3.247  7.252  -3.181
O  4.855  3.150  1.523
C  4.078  2.351  0.636
C  2.589  2.558  0.802
C  2.044  2.334  2.036
C  0.716  2.548  2.239
C  -0.042  3.008  1.200
C  0.496  3.223  -0.028
C  1.829  2.996  -0.239
H  4.792  5.451  3.287
H  6.109  6.031  2.245
H  6.109  4.406  2.975
H  3.753  4.942  1.404
H  6.461  5.207  0.160
H  5.237  4.460  -0.802
H  4.777  6.997  0.447
H  3.532  5.488  -1.628
H  2.786  6.361  -0.313
H  4.269  1.329  0.897
H  4.377  2.447  -0.392
H  2.682  2.003  2.828
H  0.320  2.380  3.221
H  -1.087  3.210  1.353
H  -0.106  3.598  -0.832
H  2.300  3.160  -1.177
C  0.197  4.485  -4.280
N  0.430  3.075  -3.850
O  1.498  2.836  -3.341
O  -0.473  2.269  -4.037
H  1.082  5.082  -4.030
H  0.007  4.464  -5.350
H  -0.674  4.843  -3.739
C  -2.858  0.132  -3.689
N  -3.783  -0.071  -2.544
O  -4.663  0.736  -2.361
O  -3.595  -1.053  -1.847
H  -3.147  1.035  -4.211
H  -1.851  0.221  -3.287
H  -2.948  -0.740  -4.330
C  -0.729  -0.191  -0.517
N  0.500  -0.677  -1.186
O  0.689  -0.354  -2.341
O  1.251  -1.378  -0.538
H  -1.284  0.412  -1.221
H  -1.297  -1.062  -0.204
H  -0.415  0.398  0.335
C  3.616  -3.513  -0.270
N  4.732  -4.272  0.355
O  5.113  -3.932  1.456
O  5.200  -5.195  -0.282
H  3.304  -2.725  0.401
H  3.991  -3.102  -1.203
H  2.814  -4.209  -0.455
C  -6.281  -2.417  -0.214
N  -5.555  -2.273  1.076
O  -6.161  -1.792  2.018
O  -4.408  -2.647  1.113
H  -7.289  -2.043  -0.087
H  -5.737  -1.838  -0.954
H  -6.279  -3.470  -0.468
C  -0.165  -5.812  0.299
N  -0.073  -4.369  0.635
O  -1.101  -3.726  0.683
O  1.038  -3.917  0.809
H  -1.207  -6.061  0.142
H  0.425  -5.922  -0.610
H  0.257  -6.384  1.120
C  -7.800  -0.588  4.489
N  -9.280  -0.549  4.651
O  -9.778  -1.246  5.511
O  -9.895  0.180  3.904
H  -7.394  -1.278  5.217
H  -7.591  -0.920  3.479
H  -7.427  0.419  4.650
C  -9.333  -5.377  0.706
N  -8.208  -5.153  -0.242
O  -8.394  -4.409  -1.182
O  -7.167  -5.728  -0.005
H  -10.184  -4.800  0.367
H  -9.550  -6.440  0.704
H  -9.000  -5.052  1.686
C  6.970  -1.251  -1.123
N  6.029  -0.141  -0.818
O  4.843  -0.383  -0.773
O  6.512  0.957  -0.638
H  6.399  -2.160  -1.263
H  7.505  -0.980  -2.028
H  7.650  -1.341  -0.283
C  0.600  -2.166  4.481
N  0.176  -0.741  4.399
O  -1.002  -0.511  4.212
O  1.040  0.097  4.521
H  -0.275  -2.790  4.352
H  1.323  -2.333  3.688
H  1.053  -2.313  5.457
C  0.277  -3.507  -3.836
N  0.075  -4.828  -3.180
O  0.962  -5.237  -2.453
O  -0.960  -5.412  -3.402
H  1.242  -3.116  -3.533
H  0.234  -3.671  -4.908
H  -0.529  -2.857  -3.508

Summary:
Multiplicity: 1
Frontier orbital gap (Ha): 0.180
Total charge: -1
HOMO energy (eV): -4.101

Results of the Mulliken charge analysis, in e, for atoms 1 through 6: atom 1 (C): -1.654, atom 2 (C): 1.198, atom 3 (C): -1.255, atom 4 (N): -0.364, atom 5 (C): 0.158, atom 6 (C): 0.121

=====

No. 6
Formula: C5H12N2O
Source: OMol25
Level of theory: ωB97M-V/def2-TZVPD

Positions of all 20 atoms, in Å:
C  1.086  1.118  1.921
C  -0.397  0.799  1.643
C  -0.559  -0.468  0.859
C  -1.532  -0.657  -0.022
N  -1.657  -1.870  -0.729
C  -0.793  -2.068  -1.630
N  1.896  1.305  0.721
H  1.513  0.325  2.542
H  1.110  2.039  2.503
H  -0.949  0.817  2.590
H  -0.798  1.662  1.099
H  0.134  -1.282  1.067
H  -2.247  0.121  -0.259
H  -0.005  -1.370  -1.887
H  -0.788  -2.996  -2.200
H  1.725  0.578  0.040
H  1.702  2.196  0.294
H  0.688  0.460  -2.960
H  0.536  1.656  -2.093
O  1.028  0.810  -2.109

Summary:
Multiplicity: 2
⟨S²⟩: 0.75
Frontier orbital gap (spin up / spin down) (Ha): 0.116 / 0.334
Total charge: -1
HOMO energy (spin up / spin down) (eV): 0.681 / -5.325
Energy above the lowest of the compared OMol25 structures with the same formula, charge and spin (kJ/mol): 145.6

Results of the Mulliken charge analysis, in e, for atoms 1 through 6: atom 1 (C): -0.883, atom 2 (C): -0.749, atom 3 (C): -0.449, atom 4 (C): -0.217, atom 5 (N): -0.340, atom 6 (C): -0.858

=====

Question: Which value of multiplicity does entry 6 give?
Answer: 2